No. 1
Molecular formula: C4H5NO
Method: DFT, ωB97M-V with the def2-TZVPD basis set

ORCA input file:
```
! RIJCOSX wB97M-V def2-TZVPD def2/J DEFGRID3
* xyz 0 1
C 0.5097 1.1573 -0.0923
C 0.7029 -0.3038 -0.4030
O 0.7189 -1.1633 0.7260
C -0.4685 -1.6139 0.1448
C -1.6230 -0.8615 0.6804
N -2.6352 -0.4655 1.0885
H 1.3966 1.5261 0.4324
H 0.3858 1.7346 -1.0133
H -0.3613 1.3194 0.5474
H 1.5447 -0.5555 -1.0540
H -0.1705 -0.7738 -1.0566
*
```

Summary:
ΔE to the lowest compared entry with this formula, charge and spin: 468.0 kJ/mol
HOMO energy: -0.345 Eh
E_LUMO: -0.3 eV

=====

No. 2
Molecular formula: C4H5NO
Method: DFT, ωB97M-V with the def2-TZVPD basis set

ORCA input file:
```
! RIJCOSX wB97M-V def2-TZVPD def2/J DEFGRID3
* xyz 0 1
C -2.0158 0.0721 -0.0071
C -0.5757 0.0884 0.0445
C 0.1383 1.1457 0.0550
C 1.4652 0.5396 -0.0695
N 1.4056 -0.7904 0.1063
O 0.0290 -1.1352 -0.0879
H -2.4975 0.9515 -0.2479
H -2.1866 -0.8333 -0.7530
H -2.0665 -0.2283 1.1081
H 0.2401 2.3656 -0.1446
H 2.3669 1.2838 -0.1407
*
```

Summary:
ΔE to the lowest compared entry with this formula, charge and spin: 382.7 kJ/mol
structure (SMILES): Cc1ccno1
HOMO energy: -0.349 Eh
E_LUMO: 0.9 eV

=====

No. 3
Molecular formula: C4H5NO
Method: DFT, ωB97M-V with the def2-TZVPD basis set

ORCA input file:
```
! RIJCOSX wB97M-V def2-TZVPD def2/J DEFGRID3
* xyz 0 1
N 2.6323 0.2322 -0.2874
C 1.4400 -0.1242 -0.1071
C 0.3836 0.9615 -0.2821
C -0.5469 0.1138 0.0482
C -1.9054 -0.3230 0.2657
O 0.7267 -1.2001 0.2201
H 3.3258 -0.4868 -0.1678
H 0.6168 1.9741 -0.5887
H -2.4305 0.6145 0.0529
H -2.1670 -1.1106 -0.4521
H -2.0756 -0.6515 1.2984
*
```

Summary:
ΔE to the lowest compared entry with this formula, charge and spin: 315.8 kJ/mol
HOMO energy: -0.364 Eh
E_LUMO: 0.8 eV

=====

No. 4
Molecular formula: C4H5NO
Method: DFT, ωB97M-V with the def2-TZVPD basis set

ORCA input file:
```
! RIJCOSX wB97M-V def2-TZVPD def2/J DEFGRID3
* xyz 0 1
C -1.4822 0.1959 -0.0872
C -0.0506 -0.1299 -0.4877
C 0.9013 -0.0235 0.6688
O 0.7397 0.5030 1.7191
C 2.8605 0.0644 -0.0933
N 2.1996 -0.8029 0.3944
H -1.8091 -0.4603 0.7246
H -2.1525 0.0515 -0.9388
H -1.5745 1.2290 0.2582
H 0.3106 0.5244 -1.2960
H 0.0572 -1.1515 -0.8621
*
```

Summary:
ΔE to the lowest compared entry with this formula, charge and spin: 182.7 kJ/mol
HOMO energy: -0.415 Eh
E_LUMO: 0.2 eV